Entry 1:
{
  "formula": "C2H6N2O3",
  "method": "ωB97M-V/def2-TZVPD",
  "s_squared": 0.782,
  "charge": 1,
  "relative_energy_kj_mol": 83.7,
  "homo_lumo_gap_ev": [8.807, 3.323],
  "spin_multiplicity": 2,
  "homo_energy_ha": [-0.504, -0.504],
  "elements": ["O", "O", "O", "N", "N", "C", "C", "H", "H", "H", "H", "H", "H"],
  "positions_angstrom": [[0.145, 0.488, -1.100], [1.806, -3.931, -1.936], [-1.341, 0.711, 2.535], [-1.510, 0.992, 0.317], [0.467, 1.585, 1.453], [-0.773, 1.017, 1.499], [-0.972, 0.908, -0.966], [1.077, 1.518, 2.266], [2.118, -3.794, -1.034], [-1.780, 1.002, -1.710], [-2.502, 0.907, 0.563], [0.959, 1.955, 0.641], [2.306, -3.358, -2.529]]
}

Entry 2:
{
  "formula": "C3H10N2",
  "method": "ωB97M-V/def2-TZVPD",
  "smiles": "C=N.CCN",
  "relative_energy_kj_mol": 249.3,
  "homo_lumo_gap_ev": 10.303,
  "homo_energy_ha": -0.340,
  "elements": ["N", "N", "C", "C", "C", "H", "H", "H", "H", "H", "H", "H", "H", "H", "H"],
  "positions_angstrom": [[-3.427, 1.292, 1.029], [1.888, 0.169, -2.131], [1.938, 0.193, -0.677], [-4.022, 0.409, 1.705], [2.181, -1.253, -0.134], [-4.245, -0.574, 1.298], [2.224, 1.001, -2.590], [2.043, -2.062, -0.897], [2.911, 0.433, -0.274], [-3.657, 2.191, 1.437], [-4.434, 0.516, 2.754], [1.015, 0.656, -0.250], [0.858, 0.118, -2.268], [1.625, -1.531, 0.846], [3.102, -1.556, 0.151]]
}

Entry 3:
{
  "formula": "C8H17N4",
  "method": "ωB97M-V/def2-TZVPD",
  "charge": 1,
  "relative_energy_kj_mol": 242.6,
  "homo_lumo_gap_ev": 7.395,
  "homo_energy_ha": -0.425,
  "elements": ["N", "N", "N", "N", "C", "C", "C", "C", "C", "C", "C", "C", "H", "H", "H", "H", "H", "H", "H", "H", "H", "H", "H", "H", "H", "H", "H", "H", "H"],
  "positions_angstrom": [[0.443, -1.126, 1.328], [1.403, 0.802, 0.342], [3.420, -0.057, -0.299], [3.339, 2.173, 0.103], [2.687, 0.993, 0.066], [1.437, -1.205, -0.947], [2.912, -1.120, -0.759], [-2.092, -0.164, 0.194], [-2.102, 1.198, 0.853], [-1.140, -0.238, -0.918], [0.762, -0.482, 0.144], [-3.532, -0.543, -0.297], [-1.051, -1.366, -1.167], [0.089, -0.635, 2.078], [0.835, 1.434, 0.915], [1.187, -2.293, -0.970], [2.751, 2.999, 0.310], [-2.330, 1.217, 1.983], [-1.249, 0.373, -1.832], [-2.918, 1.768, 0.376], [-1.127, 1.693, 0.527], [-3.703, -0.237, -1.381], [1.317, -0.773, -2.062], [-3.426, -1.719, -0.160], [3.685, -1.944, -0.867], [-4.229, 0.018, 0.443], [4.386, 2.273, -0.121], [-1.822, -1.014, 0.877], [0.069, -2.025, 1.242]]
}

Entry 4:
{
  "formula": "C3H8ClN",
  "method": "ωB97M-V/def2-TZVPD",
  "relative_energy_kj_mol": 324.7,
  "homo_lumo_gap_ev": 9.881,
  "homo_energy_ha": -0.339,
  "elements": ["Cl", "N", "C", "C", "C", "H", "H", "H", "H", "H", "H", "H", "H"],
  "positions_angstrom": [[1.927, -1.675, 0.972], [-0.215, 1.311, -0.809], [-1.396, -0.379, 0.518], [1.343, -0.289, -0.108], [0.009, 0.364, 0.369], [0.288, 0.922, 1.300], [2.138, 0.481, -0.247], [0.895, 1.195, -1.420], [-1.544, -0.990, -0.306], [-1.279, -1.310, 1.168], [1.288, -0.858, -1.029], [-1.378, 0.944, -1.457], [-2.075, 0.284, 1.050]]
}

Entry 5:
{
  "formula": "C3H4O4Tb",
  "method": "ωB97M-V/def2-TZVPD",
  "s_squared": 15.768,
  "charge": 2,
  "relative_energy_kj_mol": 168.1,
  "homo_lumo_gap_ev": [6.765, 6.277],
  "spin_multiplicity": 8,
  "homo_energy_ha": [-0.648, -0.630],
  "elements": ["Tb", "O", "O", "O", "O", "C", "C", "C", "H", "H", "H", "H"],
  "positions_angstrom": [[-0.282, -1.065, -2.448], [-0.820, -0.669, -0.140], [1.069, 0.081, -0.952], [-0.798, 1.427, 1.172], [1.033, -0.465, 1.240], [0.392, -0.153, 0.100], [0.384, -0.176, 2.423], [-0.279, 1.160, 2.462], [0.456, 1.954, 2.685], [0.837, -0.642, 3.297], [-1.069, 1.152, 3.230], [-1.450, 0.536, 0.742]]
}

Entry 6:
{
  "formula": "C14H28O2S",
  "method": "ωB97M-V/def2-TZVPD",
  "smiles": "CCSC(=O)CCCCCCCCCCCO",
  "relative_energy_kj_mol": 8.1,
  "homo_lumo_gap_ev": 10.198,
  "homo_energy_ha": -0.345,
  "elements": ["S", "O", "O", "C", "C", "C", "C", "C", "C", "C", "C", "C", "C", "C", "C", "C", "C", "H", "H", "H", "H", "H", "H", "H", "H", "H", "H", "H", "H", "H", "H", "H", "H", "H", "H", "H", "H", "H", "H", "H", "H", "H", "H", "H", "H"],
  "positions_angstrom": [[-4.977, -0.227, 0.640], [-2.829, -1.647, 1.061], [6.712, -1.456, -3.299], [3.422, 1.235, -0.010], [-3.037, 0.293, 2.483], [-1.626, 0.831, 2.224], [3.353, 0.373, -1.269], [6.989, -0.753, -2.112], [-0.231, 2.377, 0.754], [2.211, 2.154, 0.157], [-1.577, 1.682, 0.957], [0.917, 1.408, 0.477], [-3.440, -0.674, 1.407], [4.565, -0.544, -1.433], [5.868, 0.206, -1.707], [-5.870, -2.791, 0.105], [-5.171, -1.609, -0.536], [7.933, -0.195, -2.212], [6.520, -0.817, -3.995], [6.189, 0.755, -0.821], [-5.275, -3.176, 0.932], [7.123, -1.521, -1.346], [2.075, 2.741, -0.755], [4.319, 1.856, -0.051], [-1.314, 1.432, 3.080], [4.685, -1.152, -0.534], [-2.360, 2.443, 1.013], [-3.761, 1.108, 2.533], [-0.319, 3.065, -0.092], [-0.946, -0.016, 2.131], [3.506, 0.587, 0.866], [5.709, 0.929, -2.513], [-4.163, -1.872, -0.856], [-6.849, -2.503, 0.481], [3.267, 1.021, -2.144], [0.003, 2.974, 1.639], [-1.792, 1.052, 0.090], [-3.049, -0.249, 3.433], [0.641, 0.765, -0.360], [-5.740, -1.207, -1.373], [4.383, -1.225, -2.268], [-5.995, -3.585, -0.628], [1.082, 0.772, 1.349], [2.458, -0.250, -1.228], [2.416, 2.855, 0.970]]
}

no.,DFT total energy (Ha)
1,-414.68424
2,-229.71431
3,-533.69683
4,-633.91094
5,-1241.36694
6,-1098.91927